No. 1
C24H29IN4NdO2S2 as an isolated structure in a non-equilibrium geometry, computed with ωB97M-V with the def2-TZVPD basis set.

The geometry in XYZ format:
```
63
Properties=species:S:1:pos:R:3:forces:R:3
Nd -0.186 0.149 0.881 -0.3733 1.1794 -1.0561
C 0.888 3.120 -1.459 1.2277 -0.2895 0.1258
N 0.610 1.738 -1.884 1.5916 -0.3446 0.6206
C 1.878 0.933 -2.155 -0.7038 0.3281 0.0004
C 1.679 -0.577 -2.047 1.0848 0.0547 -1.1792
N 1.725 -1.140 -0.731 -0.8460 0.7416 1.8604
C 1.129 -2.456 -0.666 -1.3598 0.4093 0.5722
C 2.930 -1.080 0.026 1.2087 1.2763 0.5408
C 3.888 -2.082 -0.144 0.4625 -0.8475 -0.6730
C 5.137 -2.116 0.453 -0.3343 0.9222 1.4913
C 5.361 -1.148 1.451 -0.7527 0.8711 -0.8109
C 4.417 -0.143 1.661 0.8760 0.4925 0.4211
C 3.224 0.001 0.933 0.5968 -1.1850 0.0203
S 2.363 1.467 1.322 -1.0935 -0.2105 -0.4362
C -0.367 1.733 -2.929 -0.5188 -0.3633 -0.6918
C -0.311 2.604 -4.023 -1.3823 -0.1230 -1.1027
C -1.353 2.579 -5.022 1.7740 0.7825 1.8379
C -2.491 1.850 -4.805 -0.8548 -0.4434 -1.2903
C -2.577 1.034 -3.714 -0.2959 -1.6698 1.0665
C -1.480 0.858 -2.851 -0.4867 0.0566 0.3462
S -1.688 -0.469 -1.721 0.4579 0.1180 0.6148
H 1.369 3.743 -2.240 -0.5609 -0.1004 0.0501
H 1.636 3.114 -0.645 -0.5650 -0.2224 -0.2047
H -0.038 3.528 -1.068 0.0894 0.3749 -0.3358
H 2.739 1.289 -1.514 -1.1603 -0.2792 -0.5663
H 2.171 0.972 -3.213 -0.0043 0.9445 -0.0309
H 2.524 -0.951 -2.718 -0.7496 -0.2935 0.7927
H 0.717 -0.888 -2.483 0.3935 0.2967 -0.0195
H 1.568 -3.046 -1.430 0.3483 -1.2522 -0.5976
H 0.057 -2.323 -0.898 0.2848 -0.3513 -0.0609
H 1.209 -2.873 0.351 0.1962 0.0697 -0.5536
H 3.735 -2.952 -0.793 -0.5250 0.5984 -0.0754
H 5.833 -2.907 0.218 0.0848 -0.0178 0.0529
H 6.249 -0.939 2.006 0.7997 -0.7871 0.1527
H 4.684 0.681 2.393 -0.4931 -1.1552 -0.9316
H 0.468 3.361 -4.136 -0.0610 -0.4473 0.0857
H -1.297 3.269 -5.836 0.1380 0.2415 -0.5104
H -3.273 1.806 -5.582 0.2618 0.3224 0.5624
H -3.444 0.349 -3.460 0.9558 1.0947 -0.7503
N -0.408 0.911 3.555 -0.8779 -2.8795 -0.2376
C 0.273 -0.189 4.342 0.5641 2.4583 0.6040
C 0.550 -1.488 3.610 -0.6304 -0.3423 -0.3036
O 0.734 -2.494 4.288 0.1646 0.5140 -0.7145
O 0.435 -1.413 2.311 0.2723 -0.9065 1.0591
H 0.030 1.784 3.664 0.5078 1.1640 0.1647
H -1.403 0.975 3.794 0.6021 0.1530 -0.1610
H -0.334 -0.463 5.218 0.4021 0.2076 -0.0901
H 1.237 0.331 4.673 -1.0464 -1.3159 -0.1889
C -5.189 -2.133 2.159 -0.0087 1.4066 -1.9506
C -5.000 -1.082 1.209 -0.3732 -1.1365 1.7829
C -3.717 -0.796 0.770 -0.6462 -0.2186 0.8523
N -2.645 -1.412 1.233 0.6199 -2.1755 1.5516
C -2.814 -2.498 2.100 0.2451 1.9286 -1.1456
C -4.089 -2.877 2.531 0.6805 0.1220 -0.1175
H -6.198 -2.373 2.494 0.3188 0.0377 0.0780
H -5.822 -0.428 0.968 -0.1085 -0.0753 -0.3601
H -3.543 -0.007 0.084 0.1876 0.5976 -0.5845
H -1.861 -2.949 2.443 -0.8451 0.1736 -0.2329
H -4.248 -3.722 3.166 0.2722 -0.3832 0.3796
I -0.780 3.766 1.584 0.0288 0.5755 0.4243
C -1.923 2.103 0.913 0.2511 -1.0577 -0.7840
H -2.817 2.107 1.532 -0.2152 0.1438 -0.1492
H -2.152 2.261 -0.168 -0.0769 0.2167 0.7862
```
Positions in Å, forces in eV/Å.

Output
- 2S+1: 4
- Electronic energy: -2957.05936 a.u.
- Charge: -1
- Orbital gap (spin up / spin down): 6.72 / 6.72 eV
- Max |F|: 0.05872 hartree/bohr
- HOMO energy (spin up / spin down): -4.35 / -4.35 eV
- Energy above the lowest of the compared OMol25 structures with the same formula, charge and spin: 9.34 kJ/mol

In the Löwdin picture, each atom carries the following charge in e:
1. Nd 1.45
2. C -0.16
3. N -0.17
4. C -0.14
5. C -0.22
6. N -0.26
7. C -0.12
8. C -0.27
9. C -0.05
10. C -0.10
11. C -0.10
12. C -0.17
13. C -0.65
14. S 0.48
15. C -0.29
16. C -0.02
17. C -0.11
18. C -0.15
19. C -0.17
20. C -0.61
21. S 0.55
22. H 0.08
23. H 0.01
24. H 0.00
25. H 0.12
26. H 0.11
27. H 0.14
28. H 0.07
29. H 0.07
30. H 0.03
31. H 0.10
32. H 0.11
33. H 0.09
34. H 0.08
35. H 0.10
36. H 0.10
37. H 0.08
38. H 0.10
39. H 0.10
40. N -0.06
41. C -0.15
42. C -0.64
43. O 0.03
44. O -0.29
45. H -0.02
46. H 0.08
47. H 0.11
48. H 0.14
49. C -0.07
50. C -0.04
51. C -0.22
52. N 0.00
53. C -0.07
54. C -0.09
55. H 0.10
56. H 0.10
57. H 0.03
58. H 0.11
59. H 0.09
60. I 0.69
61. C -0.88
62. H -0.09
63. H -0.07

No. 2
C33H46ClFN2O3Pb as an isolated structure in a non-equilibrium geometry, computed with ωB97M-V with the def2-TZVPD basis set.

The geometry in XYZ format:
```
87
Properties=species:S:1:pos:R:3:forces:R:3
C 8.600 1.252 1.118 0.2489 -0.5897 -1.4315
C 8.287 1.865 0.104 0.1583 -0.0277 -0.5787
C 7.869 2.654 -1.199 -0.3049 0.2641 2.0760
C 6.371 2.286 -1.589 0.3901 0.1302 -0.7470
C 6.275 1.103 -2.686 -1.1243 -0.3190 1.9760
C 4.894 0.361 -2.369 -0.8942 0.3334 -0.1909
N 3.849 1.165 -1.968 0.4282 -3.7869 -0.5575
C 2.677 0.459 -1.657 -0.6703 -0.3511 0.3980
C 1.485 1.291 -1.155 -0.8775 -1.0823 0.6906
C 1.695 2.864 -1.056 0.5946 -0.3059 -0.3129
C 1.349 3.593 -2.462 -0.4532 -1.7227 -0.1008
C 0.858 2.540 -3.541 0.0133 1.1640 -1.1206
F 0.266 4.508 -2.257 1.3578 -0.8009 -0.1094
C 0.162 0.659 -0.735 3.1066 -1.1205 -1.2949
C -0.992 1.581 -0.188 0.3318 -0.4758 -0.1184
C -2.442 1.280 -0.774 -0.3053 0.9840 1.2125
C -3.378 2.537 -0.379 -0.6705 -0.8390 -0.9441
C -4.202 2.301 0.959 0.0222 1.5624 0.5030
C -3.314 2.243 2.275 0.1453 -1.1009 -0.2542
C -4.193 2.025 3.617 0.6600 -0.3930 0.9600
C -3.685 0.663 4.331 0.2460 0.2504 -3.2591
C -4.240 -0.552 3.462 0.4070 -0.1061 0.3088
C -4.091 -1.980 4.142 -0.8262 -0.1655 -0.8856
O -2.744 -2.351 4.434 -0.6896 0.4450 -0.8072
C -2.075 -2.931 3.301 1.3071 -0.7374 -1.0777
C 0.095 -0.859 -0.854 1.9637 0.1561 -0.1826
C -1.201 -1.658 -0.448 -0.0527 0.4277 -0.0338
C -2.184 -1.775 -1.701 -0.3763 -0.1832 -0.4154
C -2.652 -3.248 -2.047 -0.2828 -0.4555 -0.2640
C -3.673 -3.871 -1.010 0.0226 0.4731 -0.4607
O -4.805 -3.447 -0.947 1.6271 -1.0503 0.5007
O -3.203 -4.951 -0.223 -0.0880 1.9563 -0.7866
C 1.274 -1.685 -1.352 -0.4934 1.4842 0.1742
C 1.186 -3.268 -1.418 1.1036 0.9169 0.9856
C 1.700 -3.925 -0.043 -0.6415 0.1653 1.3908
C 1.123 -3.662 1.197 0.4828 0.1504 -1.7405
C 2.608 -1.026 -1.771 -2.7048 0.1074 0.9509
N 3.614 -1.898 -2.214 1.5372 4.7778 0.1423
C 4.726 -1.143 -2.494 -0.2379 -0.5431 0.0408
Cl 6.179 -2.067 -3.078 -1.8114 1.0404 0.6767
H 9.021 0.443 1.775 -0.8411 1.6602 -0.7665
H 8.621 2.553 -2.032 -0.7896 -0.1326 0.9724
H 7.856 3.748 -0.873 0.1807 -1.3743 -0.5598
H 5.847 2.000 -0.620 0.5287 0.3993 -1.4652
H 5.877 3.199 -2.056 0.5300 -1.1065 0.8544
H 6.277 1.508 -3.741 0.1029 -0.6171 1.1894
H 7.110 0.375 -2.479 -0.8568 0.7630 -0.6114
H 2.786 3.098 -0.820 -1.4276 -0.5833 -0.3354
H 1.098 3.324 -0.215 0.5070 -0.6005 -1.0953
H 2.268 4.110 -2.868 -1.2581 -0.1501 0.6510
H 0.630 3.134 -4.490 0.2618 -0.7341 1.2210
H 1.671 1.804 -3.849 -1.0873 0.8685 0.7121
H -0.111 2.030 -3.261 1.2469 0.4360 -0.0585
H -0.959 1.488 0.952 -0.2603 0.0239 -1.3979
H -0.796 2.686 -0.387 0.0616 -1.6613 -0.0005
H -2.415 1.114 -1.899 0.0089 0.2411 1.5255
H -2.927 0.392 -0.248 0.7691 1.0085 -0.9609
H -4.152 2.648 -1.211 0.9308 -0.1006 1.1373
H -2.800 3.516 -0.388 -0.6526 -1.2406 0.3074
H -4.894 3.206 1.062 0.7589 -1.1646 -0.0922
H -4.877 1.394 0.936 0.8905 0.8070 -0.2526
H -2.577 3.096 2.376 -1.1222 -0.7702 -0.0813
H -2.683 1.296 2.190 -0.6333 1.2411 0.1344
H -4.008 2.860 4.374 -0.3424 -0.4471 -1.0968
H -5.292 1.950 3.331 1.0592 0.1840 0.3368
H -2.550 0.668 4.227 -1.4128 -0.0126 1.0409
H -3.948 0.618 5.450 1.3711 -0.7967 -0.7103
H -5.303 -0.291 3.154 1.0255 -0.7441 0.4677
H -3.650 -0.600 2.485 -0.6607 0.3316 1.2921
H -4.525 -2.733 3.400 0.2657 0.9157 1.1313
H -4.710 -2.004 5.091 0.8132 -0.1567 -0.8184
H -1.044 -2.467 3.136 -1.4021 -0.3334 0.4956
H -2.627 -2.816 2.318 0.3080 0.0031 1.1770
H -1.878 -4.048 3.433 -0.5251 1.4106 0.1305
H -0.982 -2.705 -0.059 0.0691 1.4430 -0.5152
H -1.687 -1.113 0.429 0.5079 -0.6642 -1.1480
H -1.664 -1.368 -2.630 -0.6244 -0.5040 1.2310
H -3.130 -1.154 -1.566 1.2762 -0.8897 -0.1264
H -1.821 -3.996 -2.207 -0.5948 1.0245 0.1696
H -3.208 -3.184 -3.042 0.5854 -0.1899 1.3986
H -2.222 -4.900 -0.192 -0.8316 -0.2470 -0.2673
H 0.130 -3.630 -1.547 1.2254 0.5326 -0.0300
H 1.849 -3.684 -2.229 -0.8337 0.7098 0.7774
H 2.553 -4.672 -0.072 -1.6857 0.3260 -0.4531
H 0.948 -4.485 1.955 1.1778 1.3991 -0.5437
H 0.802 -2.591 1.391 -0.5073 -1.6680 -0.2422
Pb -5.602 1.360 6.200 -0.7626 0.5280 -0.0371
```
Positions in Å, forces in eV/Å.

Output
- 2S+1: 1
- Electronic energy: -2372.11523 a.u.
- Charge: +2
- Orbital gap: 1.41 eV
- Max |F|: 0.09764 hartree/bohr
- HOMO energy: -11.83 eV

In the Löwdin picture, each atom carries the following charge in e:
1. C 0.06
2. C -0.13
3. C -0.19
4. C -0.21
5. C -0.13
6. C -0.19
7. N 0.15
8. C -0.13
9. C -0.03
10. C -0.08
11. C -0.29
12. C -0.05
13. F -0.06
14. C -0.05
15. C -0.14
16. C -0.18
17. C -0.18
18. C -0.20
19. C -0.17
20. C -0.27
21. C -0.31
22. C -0.16
23. C -0.22
24. O -0.19
25. C -0.10
26. C -0.07
27. C -0.16
28. C -0.17
29. C -0.10
30. C -0.45
31. O 0.10
32. O 0.06
33. C -0.01
34. C -0.12
35. C -0.11
36. C -0.02
37. C -0.12
38. N 0.12
39. C -0.51
40. Cl 0.65
41. H 0.05
42. H 0.12
43. H 0.12
44. H 0.11
45. H 0.11
46. H 0.13
47. H 0.09
48. H 0.12
49. H 0.11
50. H 0.15
51. H 0.10
52. H 0.09
53. H 0.08
54. H 0.12
55. H 0.10
56. H 0.13
57. H 0.08
58. H 0.12
59. H 0.12
60. H 0.13
61. H 0.12
62. H 0.14
63. H 0.08
64. H 0.10
65. H 0.09
66. H 0.16
67. H -0.11
68. H 0.13
69. H 0.12
70. H 0.15
71. H 0.12
72. H 0.09
73. H 0.08
74. H 0.11
75. H 0.08
76. H 0.10
77. H 0.13
78. H 0.11
79. H 0.11
80. H 0.14
81. H 0.10
82. H 0.08
83. H 0.12
84. H 0.12
85. H 0.08
86. H 0.06
87. Pb 1.56

No. 3
C28H28N5S3Zn as an isolated structure in a non-equilibrium geometry, computed with ωB97M-V with the def2-TZVPD basis set.

The geometry in XYZ format:
```
65
Properties=species:S:1:pos:R:3:forces:R:3
Zn 0.615 1.115 -2.365 0.3295 0.3086 0.1761
S 2.925 0.921 -3.096 -0.9902 -0.0698 -0.0414
C 3.394 2.423 -2.355 -1.3776 0.3118 -0.0382
C 4.769 2.557 -2.136 1.3598 0.1555 0.2518
N 5.901 2.638 -1.932 0.0348 0.0074 -0.0514
C 2.573 3.450 -1.952 -0.2508 -1.2168 -0.5885
S 0.839 3.519 -2.029 -0.2110 -0.5533 -0.4211
C 3.140 4.600 -1.390 0.6352 1.0846 0.5547
N 3.541 5.569 -0.911 0.0768 0.0270 0.0414
C -1.772 -2.329 1.681 -0.0113 -0.0005 0.0274
C -1.820 -1.303 2.775 0.1109 -0.0104 -0.1139
C -2.684 -1.456 3.852 -0.0749 0.1308 0.0959
C -2.684 -0.574 4.920 -0.0382 -0.0570 0.0005
C -1.803 0.492 4.926 0.0172 0.0121 0.0805
C -0.941 0.669 3.863 0.0699 -0.0020 -0.1673
C -0.943 -0.209 2.780 -0.4292 -0.0157 0.3116
N 0.013 -0.030 1.771 0.4282 0.0939 -0.1341
C -0.179 0.300 0.433 0.4604 -0.1033 0.3049
N -1.464 0.355 0.023 -0.5106 0.1699 0.5814
C -2.055 0.395 -1.256 -0.0998 -0.1239 -0.6495
C -1.307 0.482 -2.436 0.5336 0.2105 -0.0185
C -2.017 0.400 -3.632 -0.0325 -0.1122 0.0243
C -3.394 0.274 -3.676 -0.0350 -0.0207 -0.2284
C -4.110 0.260 -2.494 0.0305 -0.0504 0.0035
C -3.459 0.314 -1.272 -0.0781 -0.0130 0.1368
C -4.281 0.327 -0.006 0.1042 -0.0087 -0.1288
N 0.836 0.532 -0.313 -0.3455 0.1558 -0.4745
C 2.151 0.437 0.174 0.3722 -0.1750 0.2062
C 2.890 -0.689 -0.173 -0.0122 0.0062 0.1435
C 4.222 -0.787 0.175 0.0264 -0.0623 0.0511
C 4.832 0.251 0.857 0.0407 0.0352 0.0473
C 4.098 1.371 1.204 0.1302 -0.1107 0.1045
C 2.752 1.486 0.883 -0.2158 -0.0303 -0.0374
C 1.972 2.711 1.269 -0.0096 -0.1078 -0.0805
H -2.335 -3.218 1.966 0.0291 0.0060 -0.0062
H -0.735 -2.605 1.486 0.0292 -0.0443 -0.0974
H -2.183 -1.947 0.747 0.0138 -0.0770 -0.0773
H -3.355 -2.302 3.867 -0.0696 -0.1258 -0.0393
H -3.353 -0.730 5.752 -0.0953 -0.0151 0.0529
H -1.782 1.184 5.756 0.0035 0.0367 0.0528
H -0.238 1.490 3.859 0.0331 0.1110 -0.0270
H 0.915 0.291 2.099 -0.0082 -0.0866 -0.0430
H -2.132 0.321 0.777 0.1273 0.0087 -0.0020
H -1.466 0.433 -4.563 0.0089 0.0562 -0.1054
H -3.909 0.210 -4.627 -0.0378 0.0138 -0.0229
H -5.190 0.204 -2.515 -0.0897 -0.0070 0.0357
H -5.339 0.347 -0.261 -0.0134 -0.0022 0.0613
H -4.064 1.217 0.590 -0.0383 0.0002 0.1134
H -4.108 -0.556 0.616 0.0064 -0.0018 0.0862
H 2.401 -1.468 -0.737 -0.0602 -0.0355 -0.0589
H 4.786 -1.663 -0.109 0.0842 -0.0776 -0.0509
H 5.882 0.197 1.101 0.1128 0.0194 0.0215
H 4.582 2.184 1.728 0.0250 0.0982 0.0003
H 2.643 3.555 1.409 0.0000 0.0855 0.0360
H 1.419 2.552 2.198 -0.0268 0.0490 0.1242
H 1.252 2.963 0.492 -0.0275 0.0829 0.0153
C -1.314 -3.219 -2.033 0.5533 0.1428 -0.1121
S 0.341 -2.551 -2.357 -0.0160 -0.3095 -0.0208
C 1.267 -4.121 -2.367 -0.4111 0.5178 0.0504
H -1.314 -3.759 -1.090 -0.1094 -0.0628 0.0993
H -1.617 -3.872 -2.847 -0.1097 -0.0958 -0.0590
H -1.980 -2.365 -1.982 -0.1829 0.1276 0.0227
H 0.875 -4.777 -3.139 0.0294 -0.1246 -0.0587
H 1.199 -4.596 -1.392 0.0560 -0.1273 0.0582
H 2.299 -3.872 -2.585 0.1454 -0.0284 -0.0194
```
Positions in Å, forces in eV/Å.

Output
- 2S+1: 1
- Electronic energy: -4331.59887 a.u.
- Charge: -1
- Orbital gap: 6.17 eV
- Max |F|: 0.02748 hartree/bohr
- HOMO energy: -3.97 eV

In the Löwdin picture, each atom carries the following charge in e:
1. Zn 0.36
2. S 0.59
3. C -0.76
4. C -0.34
5. N 0.15
6. C -0.78
7. S 0.58
8. C -0.35
9. N 0.15
10. C -0.04
11. C -0.22
12. C -0.05
13. C -0.09
14. C -0.09
15. C -0.01
16. C -0.21
17. N 0.15
18. C -0.35
19. N 0.15
20. C -0.24
21. C -0.19
22. C -0.15
23. C -0.11
24. C -0.08
25. C -0.23
26. C -0.05
27. N 0.07
28. C -0.29
29. C -0.06
30. C -0.09
31. C -0.09
32. C -0.05
33. C -0.22
34. C -0.04
35. H 0.08
36. H 0.09
37. H 0.06
38. H 0.11
39. H 0.10
40. H 0.10
41. H 0.11
42. H 0.13
43. H 0.10
44. H 0.09
45. H 0.09
46. H 0.10
47. H 0.07
48. H 0.09
49. H 0.07
50. H 0.07
51. H 0.10
52. H 0.10
53. H 0.11
54. H 0.08
55. H 0.06
56. H 0.02
57. C -0.40
58. S 0.74
59. C -0.41
60. H 0.02
61. H 0.03
62. H 0.01
63. H 0.03
64. H 0.03
65. H 0.03

No. 4
A 2-piece molecular cluster, C4H12 overall in a non-equilibrium geometry, computed with ωB97M-V with the def2-TZVPD basis set.

The geometry in XYZ format:
```
16
Properties=species:S:1:pos:R:3:forces:R:3
C -1.841 -1.774 0.924 -1.5872 0.2310 -1.8820
C -0.912 -0.731 1.409 1.8446 -0.3571 1.1365
H -2.760 -1.934 1.475 0.2134 -0.1644 0.6118
H -2.219 -1.769 -0.145 0.6662 0.9731 0.9164
H -1.199 -2.574 0.876 0.6896 -2.9088 0.3693
H 0.065 -0.756 0.894 -0.4656 -0.0563 0.0914
H -0.671 -0.770 2.496 -0.2078 -0.7179 -0.5734
H -1.265 0.220 1.351 -1.1462 3.0054 -0.6519
C 1.437 0.556 -1.503 -3.3182 -0.9087 2.2785
C 1.212 1.909 -0.874 4.3625 2.3595 0.3108
H 1.619 0.638 -2.513 0.3154 -0.0214 -2.2719
H 2.159 -0.105 -1.044 0.5718 0.4507 0.3120
H 0.464 0.000 -1.310 0.9786 0.2833 -0.8047
H 1.212 1.910 0.203 -0.3812 -0.4024 0.5002
H 0.482 2.644 -1.185 -0.6931 -0.6781 -0.6099
H 2.218 2.535 -1.053 -1.8428 -1.0876 0.2668
```
Positions in Å, forces in eV/Å.

Output
- 2S+1: 1
- Electronic energy: -159.54279 a.u.
- Orbital gap: 12.14 eV
- Max |F|: 0.09664 hartree/bohr
- HOMO energy: -11.00 eV
- Energy above the lowest of the compared OMol25 structures with the same formula, charge and spin: 110.76 kJ/mol

In the Löwdin picture, each atom carries the following charge in e:
1. C -0.17
2. C -0.18
3. H 0.07
4. H 0.09
5. H 0.03
6. H 0.06
7. H 0.09
8. H 0.02
9. C -0.18
10. C -0.19
11. H 0.03
12. H 0.07
13. H 0.07
14. H 0.04
15. H 0.05
16. H 0.10

Q: 2S+1 of number 1 (C24H29IN4NdO2S2)?
A: 4

Q: The highest 2S+1 belongs to which entry?
A: C24H29IN4NdO2S2

Q: The lowest electronic energy belongs to which entry?
A: C28H28N5S3Zn

Q: 2S+1 of number 3 (C28H28N5S3Zn)?
A: 1